[1]
Here is a molecular structure, C3H4NaO4 from OMol25. Energies are from wB97M-V/def2-TZVPD.

Properties
calculated total energy	-579.60585	hartree
LUMO level	-4.91	eV
total charge	+1

Last column: Löwdin charge in e.
Atoms and positions in Å:
C  -0.419  -0.312  -0.801  -0.1117
C  -0.801  1.104  -0.414  -0.0570
O  -0.271  1.266  0.909  0.0615
C  0.759  0.465  1.155  -0.6044
O  0.314  -1.121  -1.532  0.0549
O  0.811  -0.285  2.110  0.0693
O  1.246  0.101  -0.024  -0.0699
Na  0.665  -2.901  2.276  0.8990
H  -1.404  -0.819  -0.823  0.1581
H  -1.888  1.218  -0.340  0.1489
H  -0.416  1.833  -1.134  0.1540
H  1.404  -0.550  -1.383  0.2974



[2]
Here is C3H4O in the gas phase from OMol25. Energies are from wB97M-V/def2-TZVPD.

Properties
SMILES string	C=C=CO
calculated total energy	-191.79744	hartree
LUMO level	0.75	eV
total charge	0

Last column: Löwdin charge in e.
Atoms and positions in Å:
C  1.485  -0.490  -0.153  0.0073
C  0.289  -0.257  0.282  -0.1868
C  -0.978  -0.034  0.390  -0.2349
O  -1.490  1.195  0.081  -0.0099
H  0.894  -1.322  -0.721  0.1288
H  2.310  -0.084  0.471  0.0791
H  -1.690  -0.788  0.676  0.1151
H  -0.724  1.756  -0.116  0.1013



[3]
Here is C3H4O in the gas phase from OMol25. Energies are from wB97M-V/def2-TZVPD.

Properties
SMILES string	C=C1CO1
calculated total energy	-191.84377	hartree
LUMO level	1.06	eV
total charge	0

Last column: Löwdin charge in e.
Atoms and positions in Å:
C  -0.725  0.394  1.198  0.0423
C  -0.008  0.048  0.172  -0.3706
C  0.511  -0.182  -1.142  -0.1008
O  1.297  -0.309  0.045  0.0199
H  -0.398  0.136  2.272  0.0989
H  -1.799  0.474  1.177  0.0467
H  0.227  -1.117  -1.764  0.1282
H  0.893  0.554  -1.957  0.1354



[4]
Here is a molecular structure, C3H4O from OMol25. Energies are from wB97M-V/def2-TZVPD.

Properties
calculated total energy	-191.75216	hartree
LUMO level	0.31	eV
total charge	0

Last column: Löwdin charge in e.
Atoms and positions in Å:
O  -0.552  -1.496  0.239  -0.0115
C  -0.131  -0.256  -1.035  -0.0452
C  0.351  0.802  -0.232  -0.2902
C  0.676  1.774  0.427  0.0856
H  -0.544  -1.006  1.079  0.1062
H  0.688  -0.851  -1.453  0.0340
H  -1.482  -1.592  -0.013  0.1054
H  0.994  2.625  0.987  0.0157



[5]
Here is C3H4O2 in the gas phase from OMol25. Energies are from wB97M-V/def2-TZVPD.

Properties
SMILES string	O=C1CCO1
calculated total energy	-267.07899	hartree
LUMO level	0.64	eV
total charge	0

Last column: Löwdin charge in e.
Atoms and positions in Å:
O  -1.320  1.717  0.962  0.1372
C  -0.589  0.887  0.514  -0.6108
C  -0.914  -0.290  -0.163  0.0647
C  0.967  -0.337  -0.187  -0.0542
O  0.773  0.910  0.503  0.0024
H  -1.340  -0.364  -1.129  0.0855
H  -0.494  -1.353  0.288  0.1708
H  1.351  -0.184  -1.198  0.0991
H  1.623  -0.990  0.393  0.1053



[6]
Here is C3H4O2 in the gas phase from OMol25. Energies are from wB97M-V/def2-TZVPD.

Properties
SMILES string	CC(=O)C=O
calculated total energy	-267.12157	hartree
LUMO level	0.51	eV
total charge	0

Last column: Löwdin charge in e.
Atoms and positions in Å:
C  1.033  -0.421  0.277  -0.0118
C  0.011  0.671  0.073  -0.4435
O  0.259  1.832  -0.116  0.0892
C  -1.448  0.110  -0.155  -0.0935
O  -1.225  -0.064  -1.336  0.0550
H  1.326  -0.329  1.327  0.0914
H  1.924  -0.278  -0.342  0.0952
H  0.624  -1.420  0.107  0.0828
H  -2.505  -0.101  0.166  0.1354



[7]
Here is 2 unconnected molecules or ions with the total composition C3H4O2 from OMol25. Energies are from wB97M-V/def2-TZVPD.

Properties
calculated total energy	-266.94639	hartree
LUMO level	-1.02	eV
total charge	0

Last column: Löwdin charge in e.
Atoms and positions in Å:
C  -1.192  -0.215  -0.442  -0.2591
C  0.145  0.511  -0.179  -0.2297
C  1.131  -0.437  0.435  -0.0476
H  -1.935  0.506  -0.963  0.1390
H  0.346  1.169  -1.020  0.1105
H  -0.048  1.238  0.733  0.1411
H  0.933  -0.500  2.150  0.2648
O  -1.474  -1.334  -0.062  0.0489
O  2.094  -0.939  -0.652  -0.1679



[8]
Here is C3H4O2 in the gas phase from OMol25. Energies are from wB97M-V/def2-TZVPD.

Properties
calculated total energy	-267.01718	hartree
LUMO level (alpha / beta)	0.19 / 0.17	eV
total charge	0

Last column: Löwdin charge in e.
Atoms and positions in Å:
C  -0.294  0.389  1.977  -0.3040
C  0.203  0.666  -0.443  -0.1734
C  0.143  -0.663  -1.065  -0.0746
O  -0.223  0.658  0.788  0.0924
O  -0.919  0.586  2.954  0.1315
H  0.937  1.319  -0.646  0.0741
H  1.021  -1.330  -0.798  0.1097
H  -0.154  -0.548  -2.133  0.0946
H  -0.714  -1.077  -0.634  0.0497



[9]
Here is a molecular structure, C3H4O2 from OMol25. Energies are from wB97M-V/def2-TZVPD.

Properties
calculated total energy	-267.03789	hartree
LUMO level	0.39	eV
total charge	0

Last column: Löwdin charge in e.
Atoms and positions in Å:
C  -0.578  -0.582  -1.092  0.0337
C  1.182  1.165  0.421  -0.0295
C  -0.115  -0.296  0.095  -0.3068
O  2.138  1.923  0.117  0.0033
O  -0.413  -0.851  1.238  0.0650
H  -0.298  -0.049  -1.889  0.0169
H  -1.317  -1.228  -1.366  0.0354
H  0.528  1.364  1.317  0.0825
H  -1.126  -1.445  1.158  0.0994



[10]
Here is C3H4O2 in the gas phase from OMol25. Energies are from wB97M-V/def2-TZVPD.

Properties
calculated total energy	-266.95479	hartree
LUMO level	0.36	eV
total charge	0

Last column: Löwdin charge in e.
Atoms and positions in Å:
O  -0.994  -0.684  0.860  -0.0259
C  -1.172  0.602  1.086  0.0196
C  0.322  0.039  0.452  -0.3447
C  0.692  -0.399  -0.908  -0.0935
O  0.476  0.978  -0.646  -0.0162
H  -2.063  0.977  0.526  0.0654
H  1.046  0.056  1.260  0.1548
H  1.732  -0.688  -1.069  0.1186
H  -0.038  -0.882  -1.560  0.1219



[11]
Here is C3H4O2 in the gas phase from OMol25. Energies are from wB97M-V/def2-TZVPD.

Properties
SMILES string	C=CC(=O)O
calculated total energy	-267.16435	hartree
LUMO level	0.32	eV
total charge	0

Last column: Löwdin charge in e.
Atoms and positions in Å:
C  -2.004  0.047  -0.089  0.0597
C  -0.849  -0.633  0.137  -0.0684
C  0.490  0.125  0.047  -0.4947
O  0.715  1.335  0.033  0.0782
O  1.573  -0.672  -0.088  0.0885
H  -3.063  -0.337  -0.167  0.0877
H  -1.828  1.112  -0.109  0.0622
H  -0.714  -1.686  0.241  0.0796
H  1.484  -1.630  -0.094  0.1073



[12]
Here is C3H4O2 in the gas phase from OMol25. Energies are from wB97M-V/def2-TZVPD.

Properties
SMILES string	C=C(O)C=O
calculated total energy	-267.14159	hartree
LUMO level	0.10	eV
total charge	0

Last column: Löwdin charge in e.
Atoms and positions in Å:
C  0.017  1.121  0.450  0.0872
C  0.058  -0.175  0.130  -0.3774
O  0.251  -1.101  1.105  0.0338
C  -0.199  -0.734  -1.228  -0.1959
O  -0.098  -0.090  -2.244  0.0660
H  -0.181  1.386  1.485  0.0744
H  0.101  1.914  -0.271  0.0708
H  0.612  -0.536  1.808  0.1074
H  -0.561  -1.784  -1.235  0.1337



[13]
Here is C3H4O2 in the gas phase from OMol25. Energies are from wB97M-V/def2-TZVPD.

Properties
SMILES string	C[C@]12O[C@H]1O2
calculated total energy	-266.98033	hartree
LUMO level	0.87	eV
total charge	0

Last column: Löwdin charge in e.
Atoms and positions in Å:
C  -0.466  -1.395  -0.111  0.1158
C  0.294  0.246  -0.267  -0.2962
O  1.474  0.786  0.348  0.0544
C  0.288  1.487  0.413  -0.2033
O  -0.022  1.396  -1.022  0.0315
H  0.256  -2.098  -0.491  0.0510
H  -1.108  -1.252  -0.916  0.0379
H  -0.489  -1.296  0.953  0.0609
H  -0.228  2.125  1.094  0.1480



[14]
Here is C3H4O2 in the gas phase from OMol25. Energies are from wB97M-V/def2-TZVPD.

Properties
SMILES string	O=C[C@H]1CO1
calculated total energy	-267.08619	hartree
LUMO level	1.04	eV
total charge	0

Last column: Löwdin charge in e.
Atoms and positions in Å:
O  1.747  0.610  -0.544  0.0473
C  1.170  -0.152  0.202  -0.2476
C  -0.143  0.315  0.690  -0.2519
C  -0.917  -0.150  -0.458  -0.1261
O  -1.317  -0.456  0.859  0.0258
H  1.490  -1.187  0.403  0.1429
H  -0.250  1.368  0.920  0.1571
H  -1.196  0.678  -1.083  0.1297
H  -0.583  -1.027  -0.990  0.1229



[15]
Here is C3H4O2 in the gas phase from OMol25. Energies are from wB97M-V/def2-TZVPD.

Properties
multiplicity	3
calculated total energy	-267.00033	hartree
LUMO level (alpha / beta)	0.53 / -2.71	eV
total charge	0

Last column: Löwdin charge in e.
Atoms and positions in Å:
C  0.064  -0.416  0.103  0.0091
C  1.569  -0.310  -0.066  -0.3332
C  -0.760  0.624  -0.075  -0.1987
O  2.212  0.681  0.146  0.0233
O  -2.073  0.691  0.073  0.1210
H  -0.205  -1.443  0.437  0.1254
H  2.034  -1.250  -0.336  0.0906
H  -0.312  1.506  -0.335  0.1016
H  -2.531  -0.083  0.052  0.0609



[16]
Here is C3H4O2S in the gas phase from OMol25. Energies are from wB97M-V/def2-TZVPD.

Properties
SMILES string	O=CC(=O)CS
calculated total energy	-665.29161	hartree
LUMO level	-1.02	eV
total charge	0

Last column: Löwdin charge in e.
Atoms and positions in Å:
O  2.314  -0.794  -0.450  0.0448
C  1.825  0.309  -0.206  -0.1218
C  0.245  0.353  0.102  -0.3372
O  -0.286  1.509  -0.156  -0.0717
C  -0.750  -0.701  0.289  -0.5481
S  -2.353  -0.219  -0.380  0.7158
H  2.414  1.326  -0.027  0.1633
H  -0.478  -1.783  -0.315  0.1617
H  -0.747  -1.132  1.324  0.0948
H  -2.183  1.132  -0.182  -0.1017



[17]
Here is 2 unconnected molecules or ions with the total composition C3H4O2S from OMol25. Energies are from wB97M-V/def2-TZVPD.

Properties
calculated total energy	-665.20807	hartree
LUMO level	-1.22	eV
total charge	0

Last column: Löwdin charge in e.
Atoms and positions in Å:
C  -1.451  1.146  0.062  -0.0482
C  -1.305  -0.184  0.205  -0.2159
C  -0.735  -1.279  0.132  -0.0658
O  1.991  0.499  1.074  -0.4207
O  2.296  -0.122  -1.200  -0.4163
S  1.935  0.916  -0.306  0.8596
H  -1.477  1.592  -1.063  0.1267
H  -0.866  -2.404  0.598  0.1264
H  -0.657  1.502  0.641  -0.0081
H  0.270  -1.665  -0.142  0.0623



[18]
Here is C3H4O2S in the gas phase from OMol25. Energies are from wB97M-V/def2-TZVPD.

Properties
SMILES string	O=C1COCS1
calculated total energy	-665.30524	hartree
LUMO level	0.52	eV
total charge	0

Last column: Löwdin charge in e.
Atoms and positions in Å:
O  2.457  -0.475  0.012  0.0639
C  1.293  -0.336  -0.219  -0.6062
C  0.393  0.914  -0.314  -0.2321
O  -0.994  0.615  -0.512  -0.2387
C  -1.205  -0.686  0.276  -0.4821
S  0.047  -1.731  -0.449  0.8961
H  0.776  1.607  -1.160  0.1532
H  0.517  1.640  0.667  0.1785
H  -2.376  -0.830  0.189  0.1268
H  -0.909  -0.718  1.509  0.1406



[19]
Here is 2 unconnected molecules or ions with the total composition C3H4O2S from OMol25. Energies are from wB97M-V/def2-TZVPD.

Properties
SMILES string	O=C=O.C=CS
calculated total energy	-665.35856	hartree
LUMO level	0.66	eV
total charge	0

Last column: Löwdin charge in e.
Atoms and positions in Å:
O  2.278  0.045  -0.980  0.2239
C  2.325  0.338  0.096  -0.5264
O  2.368  0.560  1.180  0.2631
C  -0.955  0.591  0.455  -0.1018
C  -0.604  -0.144  -0.581  -0.6343
S  -1.103  -1.814  -0.677  0.7272
H  -0.622  1.590  0.530  0.0463
H  -1.664  0.349  1.180  0.0318
H  0.022  0.097  -1.502  0.0787
H  -2.043  -1.612  0.298  -0.1085



[20]
Here is C3H4O2S2 in the gas phase from OMol25. Energies are from wB97M-V/def2-TZVPD.

Properties
SMILES string	O=C(O)C(=S)CS
calculated total energy	-1063.44773	hartree
LUMO level	-1.56	eV
total charge	0

Last column: Löwdin charge in e.
Atoms and positions in Å:
O  0.365  -1.477  -0.990  -0.0837
C  0.597  -0.145  -0.963  -0.4588
O  0.826  0.630  -2.017  -0.0299
C  0.244  0.813  0.194  -0.8717
S  0.003  2.344  -0.082  0.9037
C  0.049  0.133  1.397  -0.5470
S  -1.465  -0.980  1.217  0.6794
H  0.600  -0.052  -2.948  0.2833
H  -0.526  1.000  2.089  0.1233
H  0.771  -0.440  2.022  0.0953
H  -1.464  -1.827  0.082  -0.0940